## i
Molecular formula: C3H7O2
Method: DFT, ωB97M-V/def2-TZVPD

* E_LUMO: 4.7 eV
* highest occupied orbital energy: -0.126 Ha
* Kohn-Sham gap: 8.087 eV
* charge: -1
* 2S+1: 1

The geometry in XYZ format:
```
12
C3H7O2 (ωB97M-V/def2-TZVPD)
C -1.556 1.229 0.479
O -0.379 0.930 -0.267
H -1.373 1.245 1.714
H -2.050 2.217 0.277
H -2.097 0.316 0.251
O -0.164 -1.511 0.374
C 0.545 -0.506 0.280
C 1.549 -0.378 -0.882
H 0.973 0.141 1.100
H 2.136 0.605 -1.117
H 1.235 -0.852 -1.786
H 2.290 -1.099 -0.553
```

Results of the natural (NBO) charge analysis, in e, for atoms 1 through 5: -0.248 -0.790 0.081 0.143 0.178

---

## ii
Molecular formula: C3H7O2
Method: DFT, ωB97M-V/def2-TZVPD

* E_LUMO: 4.2 eV
* highest occupied orbital energy: -0.098 Ha
* Kohn-Sham gap: 6.819 eV
* charge: -1
* 2S+1: 1

The geometry in XYZ format:
```
12
C3H7O2 (ωB97M-V/def2-TZVPD)
C 1.542 0.896 -0.920
O 2.607 1.078 -1.456
H 1.443 0.828 0.180
H 0.609 0.594 -1.425
H 1.274 0.214 2.967
C -1.439 -0.918 -1.022
C -1.231 -0.356 0.230
O -1.195 0.839 0.621
H -1.427 -2.002 -0.973
H -1.839 -0.386 -1.877
H -0.932 -1.172 0.942
H 0.589 0.386 2.733
```

Results of the natural (NBO) charge analysis, in e, for atoms 1 through 5: 0.286 -0.575 0.112 0.149 -0.054

---

## iii
Molecular formula: C3H7O2
Method: DFT, ωB97M-V/def2-TZVPD

* E_LUMO: 4.1 eV
* highest occupied orbital energy: -0.096 Ha
* Kohn-Sham gap: 6.701 eV
* charge: -1
* 2S+1: 1

The geometry in XYZ format:
```
12
C3H7O2 (ωB97M-V/def2-TZVPD)
C -2.387 0.511 0.072
O -3.606 0.940 0.140
H -1.704 1.299 -0.221
H -2.034 -0.532 0.154
H 0.603 -3.141 -1.210
C 1.726 1.292 0.627
C 1.256 0.133 -0.009
O 0.221 -0.574 0.118
H 2.633 1.786 0.134
H 1.043 1.879 1.372
H 2.010 -0.396 -0.628
H 0.240 -3.196 -0.548
```

Results of the natural (NBO) charge analysis, in e, for atoms 1 through 5: 0.267 -0.600 0.136 0.178 -0.022

---

Stability ranking, top and bottom: i is the most stable and iii is the least stable.

---

## i
Molecular formula: C9H8O2
Method: DFT, ωB97M-V/def2-TZVPD

* E_LUMO: 0.0 eV
* SMILES: CC(=O)c1ccccc1C=O
* highest occupied orbital energy: -0.349 Ha
* Kohn-Sham gap: 9.492 eV
* 2S+1: 1

The geometry in XYZ format:
```
19
C9H8O2 (ωB97M-V/def2-TZVPD)
C -0.093 -1.345 2.606
C -0.284 -1.063 1.184
O -0.886 -1.927 0.602
C 0.067 0.203 0.535
C 1.089 0.925 1.016
C 1.462 2.071 0.334
C 0.840 2.344 -0.895
C -0.119 1.495 -1.543
C -0.363 0.364 -0.863
C -1.077 -0.798 -1.536
O -0.459 -1.651 -2.045
H -1.011 -0.824 3.072
H 0.744 -0.866 3.142
H -0.146 -2.394 2.922
H 1.595 0.667 1.958
H 2.204 2.687 0.714
H 0.950 3.364 -1.346
H -0.513 1.608 -2.583
H -2.191 -0.802 -1.366
```

Results of the natural (NBO) charge analysis, in e, for atoms 1 through 5: -0.702 0.549 -0.538 -0.160 -0.151

---

## ii
Molecular formula: C9H8O2
Method: DFT, ωB97M-V/def2-TZVPD

* E_LUMO: 0.3 eV
* SMILES: O=C1CCOc2ccccc21
* highest occupied orbital energy: -0.328 Ha
* Kohn-Sham gap: 9.184 eV
* 2S+1: 1

The geometry in XYZ format:
```
19
C9H8O2 (ωB97M-V/def2-TZVPD)
O -1.587 2.301 0.004
C -1.314 1.126 -0.084
C -2.373 0.051 -0.286
C -1.916 -1.233 0.357
O -0.661 -1.679 -0.168
C 0.331 -0.768 -0.104
C 1.664 -1.210 -0.107
C 2.705 -0.304 -0.048
C 2.459 1.070 0.036
C 1.145 1.511 0.030
C 0.075 0.613 -0.047
H -3.330 0.379 0.149
H -2.529 -0.103 -1.366
H -2.597 -2.058 0.184
H -1.796 -1.074 1.445
H 1.831 -2.285 -0.149
H 3.721 -0.678 -0.044
H 3.297 1.767 0.129
H 0.876 2.574 0.068
```

Results of the natural (NBO) charge analysis, in e, for atoms 1 through 5: -0.535 0.581 -0.537 -0.061 -0.484

---

Stability ranking, top and bottom: ii is the most stable and i is the least stable.

---

## i
Molecular formula: C3H4F2IN
Method: DFT, ωB97M-V/def2-TZVPD

* E_LUMO: 0.4 eV
* highest occupied orbital energy: -0.326 Ha
* Kohn-Sham gap: 9.237 eV
* 2S+1: 1

The geometry in XYZ format:
```
11
C3H4F2IN (ωB97M-V/def2-TZVPD)
C 0.798 1.069 0.099
C 1.876 0.059 0.048
C -1.328 -1.078 0.367
N -0.053 1.810 0.125
F -1.947 -2.219 0.547
F -0.965 -1.223 -0.923
I -3.163 0.734 -0.002
H 2.915 0.513 -0.245
H 1.879 -0.581 0.927
H 1.579 -0.367 -0.938
H -1.590 1.282 -0.005
```

Results of the natural (NBO) charge analysis, in e, for atoms 1 through 5: 0.395 -0.736 0.538 -0.390 -0.350

---

## ii
Molecular formula: C3H4F2IN
Method: DFT, ωB97M-V/def2-TZVPD

* E_LUMO: 0.3 eV
* highest occupied orbital energy: -0.316 Ha
* Kohn-Sham gap: 8.850 eV
* 2S+1: 1

The geometry in XYZ format:
```
11
C3H4F2IN (ωB97M-V/def2-TZVPD)
C -0.919 -0.926 0.368
C -1.712 -0.172 -0.627
C 1.103 0.990 0.112
N -0.016 -1.419 0.902
F 1.307 1.368 1.397
F 1.481 2.043 -0.675
I 2.911 -0.654 -0.014
H -2.572 -0.882 -0.894
H -2.188 0.654 -0.116
H -1.165 0.172 -1.482
H 1.770 -1.174 1.029
```

Results of the natural (NBO) charge analysis, in e, for atoms 1 through 5: 0.381 -0.717 0.468 -0.398 -0.383

---

Stability ranking, top and bottom: i is the most stable and ii is the least stable.